# 1
2 unconnected molecules or ions with the total composition C4H8NO2 at a distorted geometry, computed with wB97M-V/def2-TZVPD.

Values from the calculation:
- Multiplicity: 1
- Charge: +1
- HOMO: -13.49 eV
- Strongest force on any atom: 4.831 eV/A
- Gap between HOMO and LUMO: 9.88 eV
- Calculated total energy: -9850.3761 eV
- M: 102.11 g mol⁻¹

CARTESIAN COORDINATES (ANGSTROEM)
C (-1.27019, 0.99261, 0.52139)
C (3.46697, -0.37617, -0.37203)
C (2.16531, -0.42011, 0.35887)
C (-2.23655, -0.15665, 0.37427)
N (-1.66228, 0.48958, -0.82245)
O (3.15510, -0.97416, 0.89982)
O (-1.92348, -1.49848, 0.54338)
H (-1.68759, 1.91462, 0.95663)
H (-0.18811, 0.78781, 0.62298)
H (3.40998, -0.97458, -1.24372)
H (4.10979, 0.49152, -0.32862)
H (-2.23125, 1.06048, -1.55311)
H (-3.37602, 0.01963, 0.56175)
H (-0.77470, 0.05123, -1.35540)
H (-0.95698, -1.40730, 0.83624)

***

# 2
2 unconnected molecules or ions with the total composition C21H41N3O4S2 at a distorted geometry, computed with wB97M-V/def2-TZVPD.

Values from the calculation:
- Multiplicity: 1
- Charge: 0
- HOMO: -8.25 eV
- SMILES: CCCCN(CCCCC(=O)O[C@@H](O)N=C=O)C(=S)SCCC.CCN(CC)CC
- Strongest force on any atom: 8.235 eV/A
- Gap between HOMO and LUMO: 7.88 eV
- Calculated total energy: -56767.0852 eV
- M: 463.71 g mol⁻¹

CARTESIAN COORDINATES (ANGSTROEM)
C (-0.11330, 3.38819, -1.10201)
C (1.41918, 3.66790, -0.66939)
C (1.74735, 3.37942, 0.88117)
C (1.40989, 1.88195, 1.37933)
N (1.19848, 1.92325, 2.85628)
C (-0.06412, 1.26395, 3.30356)
C (-0.16068, -0.32140, 3.02106)
C (-1.50576, -0.79861, 2.26871)
C (-1.39637, -0.86760, 0.65824)
C (-0.10463, -1.68033, 0.11643)
O (0.05037, -2.90790, 0.45071)
O (0.83480, -0.94989, -0.68095)
C (2.10081, -1.63888, -0.80401)
O (2.83975, -0.95582, -1.86744)
N (2.97649, -1.50910, 0.43230)
C (3.18894, -2.72748, 0.91281)
O (3.25291, -3.73697, 1.66648)
C (2.38416, 1.52913, 3.63897)
S (3.35919, 0.18568, 3.41156)
S (2.84679, 2.66814, 5.06638)
C (4.68676, 2.55546, 5.35922)
C (5.43133, 3.56054, 4.32457)
C (6.16382, 2.82760, 3.09086)
H (-0.85632, 3.52818, -0.21796)
H (-0.18350, 2.27622, -1.44706)
H (-0.40219, 4.04151, -1.99894)
H (2.11104, 3.05494, -1.34954)
H (1.60478, 4.80391, -0.85174)
H (2.89884, 3.52841, 1.00304)
H (1.27108, 4.18675, 1.57020)
H (0.38281, 1.59553, 0.90493)
H (2.15721, 1.09572, 1.00641)
H (-0.15696, 1.47462, 4.44586)
H (-0.94055, 1.86676, 2.82584)
H (0.79954, -0.66662, 2.49636)
H (-0.16039, -0.84626, 4.06226)
H (-2.37986, -0.07565, 2.53533)
H (-1.83570, -1.83535, 2.68351)
H (-1.42503, 0.18897, 0.17041)
H (-2.33692, -1.43586, 0.27341)
H (2.01100, -2.73553, -1.15468)
H (2.60934, 0.01257, -1.85794)
H (4.93684, 2.84439, 6.45890)
H (5.12802, 1.50651, 5.20394)
H (4.62790, 4.27053, 3.91455)
H (6.16281, 4.21245, 4.95649)
H (5.41547, 2.37438, 2.32136)
H (6.74071, 3.64274, 2.49259)
H (6.92788, 2.02521, 3.39964)
C (-5.88451, -3.25693, -5.17725)
C (-4.82737, -2.23550, -4.77073)
N (-4.60215, -2.15027, -3.33057)
C (-3.78062, -1.00265, -2.94512)
C (-2.33274, -0.97375, -3.42698)
C (-4.27312, -3.40187, -2.65335)
C (-3.03051, -4.15569, -3.12408)
H (-6.84174, -3.05083, -4.69042)
H (-6.04184, -3.21515, -6.25862)
H (-5.58157, -4.27892, -4.93424)
H (-5.17618, -1.25961, -5.12946)
H (-3.89918, -2.45505, -5.31561)
H (-3.78938, -0.90123, -1.85343)
H (-4.27683, -0.09580, -3.31160)
H (-1.70397, -1.65614, -2.85237)
H (-1.91897, 0.03056, -3.28739)
H (-2.23841, -1.21665, -4.48731)
H (-5.13260, -4.07560, -2.73962)
H (-4.18740, -3.22127, -1.57519)
H (-2.94094, -4.18229, -4.21224)
H (-3.07602, -5.19243, -2.77665)
H (-2.11803, -3.72518, -2.70980)

***

# 3
3 unconnected molecules or ions with the total composition C20H35F2IN3O5S at a distorted geometry, computed with wB97M-V/def2-TZVPD.

Values from the calculation:
- Multiplicity: 1
- Charge: +1
- HOMO: -10.74 eV
- Strongest force on any atom: 1.308 eV/A
- Gap between HOMO and LUMO: 5.68 eV
- Calculated total energy: -60377.7224 eV
- M: 594.48 g mol⁻¹

CARTESIAN COORDINATES (ANGSTROEM)
C (-7.86431, -0.96172, -1.23314)
C (-6.35763, -0.88395, -0.95687)
C (-5.91914, -1.90345, 0.11189)
I (-6.00091, -1.06978, 2.10294)
C (-4.57853, -2.52394, -0.14839)
C (-4.48105, -3.93733, -0.31468)
C (-5.62994, -4.89229, -0.29673)
C (-6.14771, -5.12986, -1.74860)
C (-7.61437, -4.77222, -1.96063)
O (-5.32516, -4.33273, -2.62435)
N (-3.31056, -4.53468, -0.49753)
N (-2.25657, -3.76826, -0.56481)
C (-2.22420, -2.44380, -0.48017)
N (-0.96264, -1.79191, -0.62056)
C (-0.12862, -2.02985, 0.53778)
O (0.07793, -3.06867, 1.02046)
F (0.32419, -0.90132, 0.99632)
C (-0.30733, -2.15546, -1.83279)
O (0.63476, -2.84850, -1.91389)
F (-0.90524, -1.62530, -2.86311)
C (-3.41713, -1.74726, -0.24835)
S (-3.39367, 0.00689, -0.19366)
H (-8.26875, -1.95348, -1.06342)
H (-8.07788, -0.70698, -2.26632)
H (-8.42508, -0.26907, -0.61361)
H (-6.14785, 0.12619, -0.63349)
H (-5.83706, -1.07533, -1.89307)
H (-6.67917, -2.66238, 0.15495)
H (-5.20094, -5.82649, 0.04530)
H (-6.40644, -4.58305, 0.38741)
H (-5.95625, -6.16372, -2.01558)
H (-8.19473, -4.80711, -1.04559)
H (-7.69103, -3.76911, -2.36814)
H (-8.03486, -5.43281, -2.71163)
H (-5.83164, -4.11810, -3.41268)
H (-1.36681, -4.25468, -0.68193)
H (-2.54808, 0.16487, 0.83631)
C (4.71567, 2.52141, 0.29041)
C (3.39830, 2.93487, 0.92288)
O (2.46444, 3.48431, 0.00890)
C (2.05804, 2.64745, -1.05193)
C (1.38044, 1.36527, -0.59538)
H (5.17987, 3.37074, -0.21223)
H (5.39880, 2.15246, 1.05479)
H (4.58656, 1.72973, -0.44949)
H (3.57937, 3.71942, 1.65671)
H (2.95186, 2.09500, 1.46882)
H (2.90252, 2.42259, -1.71267)
H (1.35448, 3.23921, -1.63737)
H (2.05148, 0.73514, -0.01169)
H (1.04762, 0.79032, -1.46353)
H (0.51355, 1.59555, 0.02640)
C (6.67347, 4.61723, 2.70425)
C (7.75223, 5.61238, 2.30977)
O (9.00419, 5.37684, 2.92178)
C (9.60805, 4.12548, 2.65137)
C (9.88702, 3.87547, 1.17883)
H (6.53652, 4.61215, 3.78642)
H (5.72662, 4.88368, 2.23239)
H (6.92423, 3.60083, 2.39749)
H (7.45571, 6.61126, 2.62910)
H (7.85889, 5.65154, 1.21948)
H (9.00708, 3.31148, 3.07366)
H (10.54862, 4.13465, 3.20125)
H (8.97174, 3.84803, 0.58559)
H (10.39468, 2.91894, 1.05172)
H (10.52238, 4.66322, 0.77260)